# 1
Formula: C3H8NOSi
Source: OMol25
Level of theory: ωB97M-V/def2-TZVPD

Geometry as XYZ:
```
14
Properties=species:S:1:pos:R:3:forces:R:3:mulliken_charge:R:1
C -0.2795 -0.3631 -0.7612 0.0631 0.2088 -2.2339 -0.5025
C -1.0790 -0.8228 0.4158 0.9887 2.3908 2.5947 -0.5526
C 0.7257 0.8506 -0.5644 -0.8657 0.0128 0.3537 -0.7114
N -0.2250 -0.8857 1.6513 -0.6341 -1.0907 -0.7409 -0.2969
O -0.1271 0.4499 2.0725 1.6083 2.6684 0.3536 -0.1701
Si 0.8131 1.4743 1.1799 -2.0330 -2.2879 0.4344 0.6664
H 0.1726 -1.2743 -1.1947 0.4670 0.6821 0.2537 0.3301
H -0.8921 0.0593 -1.6177 0.1282 -0.9426 1.1185 0.3241
H -1.7736 -0.0769 0.8443 -0.4050 -0.4508 -1.0549 0.3564
H -1.5513 -1.7427 0.3261 -0.8484 -1.6194 -0.5714 0.3894
H 1.5917 0.8590 -1.1912 0.8248 -0.4359 -0.0714 0.5307
H 0.1457 1.6342 -1.0496 -0.0056 0.9295 0.2398 0.3252
H 0.7412 -1.1320 1.5099 0.2412 -0.8157 -0.4572 0.2814
H 1.0005 2.5771 2.0844 0.4703 0.7509 -0.2188 0.0298
```
Positions in Å, forces in eV/Å.

Relative energy (zero: lowest compared OMol25 entry of this formula, charge and spin), kcal/mol: 0.0
Net charge: +1
E_LUMO, eV: -6.125
Gap between HOMO and LUMO, eV: 7.98

# 2
Formula: C35H50AsN6OSi4Tl
Source: OMol25
Level of theory: ωB97M-V/def2-TZVPD

Geometry as XYZ:
```
98
Properties=species:S:1:pos:R:3:forces:R:3:mulliken_charge:R:1
Tl 0.0165 0.2212 0.6933 -0.1090 -0.5631 0.0401 1.1454
N -2.7998 -1.3040 -0.3006 0.0250 0.0951 -0.0708 -0.0436
C -1.8086 -2.0397 -0.8429 -0.0211 -0.0709 0.0406 0.0939
N -2.0963 -3.1745 -1.4475 0.0425 -0.0200 -0.0219 -0.7813
C -1.0554 -3.8189 -1.9915 -0.0534 0.0067 -0.0243 0.0846
N -1.2798 -4.9866 -2.5760 0.0385 -0.0200 0.0585 -0.3138
N 0.2207 -3.3467 -2.0230 0.0195 0.0261 -0.0501 -0.8122
C 0.4002 -2.2278 -1.3782 0.0366 -0.0232 -0.0211 -0.0723
N -0.5431 -1.5614 -0.7105 -0.2414 0.0880 0.2527 0.6031
C 1.7531 -1.6033 -1.3967 -0.0136 -0.0359 0.0024 0.8039
C 2.7523 -2.1145 -2.2041 -0.0033 -0.0092 0.0209 -0.5749
C 3.9843 -1.4783 -2.2234 0.0038 -0.0052 -0.0218 -0.8197
C 4.1721 -0.3530 -1.4391 0.0318 -0.0310 0.0312 -1.3056
C 3.1213 0.0952 -0.6593 -0.0131 -0.0658 0.0257 -0.3343
N 1.9356 -0.5162 -0.6350 -0.1120 0.2289 0.1291 0.5282
H -3.7332 -1.6009 -0.5454 0.0039 -0.0307 0.0203 0.2985
H -2.6431 -0.2978 -0.2705 -0.0015 0.0115 -0.0556 -0.1428
H -2.2079 -5.3750 -2.5794 -0.0047 0.0141 -0.0147 0.2653
H -0.5179 -5.4878 -2.9998 -0.0092 0.0031 -0.0185 0.2457
H 2.5447 -2.9886 -2.8033 0.0101 -0.0014 0.0112 0.6183
H 4.7839 -1.8557 -2.8462 -0.0020 0.0061 -0.0035 0.4855
H 5.1172 0.1710 -1.4209 -0.0206 0.0235 -0.0193 0.5433
H 3.2302 0.9713 -0.0358 0.0391 -0.0118 -0.0649 0.5209
C -3.1850 1.2997 3.1246 -0.0316 0.1291 -0.0518 -0.4655
Si -2.3492 -0.1466 3.9080 0.0566 -0.0204 0.0530 0.2398
C -2.9081 -1.7709 3.2219 0.0438 -0.1710 0.0347 -0.7204
C -2.2695 -0.0911 5.7571 0.0985 0.0227 0.0883 -1.0450
As 0.0083 0.0703 3.3243 0.2602 0.0264 -1.0296 0.3583
Si 0.9854 2.3117 3.4629 -0.0874 -0.0041 0.2862 0.2048
C 0.8784 2.7405 5.2602 0.0275 -0.0092 0.1135 -1.1329
C 2.7139 2.1065 2.8197 0.1035 -0.0652 -0.0080 -0.4072
C -0.0670 3.3997 2.3971 -0.1723 -0.0386 0.0072 -0.5739
Si 1.3059 -1.9955 3.3964 -0.0288 0.1487 0.2917 0.3407
C 1.1689 -2.5113 5.1696 0.0002 -0.0157 0.0959 -1.1470
C 0.4744 -3.1527 2.2126 -0.1143 -0.0940 -0.0005 -0.6169
C 3.0176 -1.5644 2.8353 0.0906 0.1005 -0.0078 -0.7850
H -4.2655 1.2293 3.2789 0.0172 -0.0214 0.0050 0.6399
H -3.0020 1.3224 2.0488 -0.0182 -0.0041 -0.0157 -0.3106
H -2.8537 2.2477 3.5514 -0.0168 -0.0121 -0.0086 0.2930
H -3.9974 -1.8380 3.2969 0.0155 0.0188 0.0195 0.4712
H -2.4908 -2.6106 3.7816 -0.0100 0.0134 0.0038 0.3521
H -2.6447 -1.8835 2.1704 -0.0471 0.0097 -0.0287 0.0375
H -3.2775 -0.1497 6.1760 0.0036 -0.0036 -0.0151 0.4057
H -1.8152 0.8361 6.1128 -0.0437 0.0031 0.0092 0.3077
H -1.6922 -0.9252 6.1611 -0.0345 -0.0078 0.0030 0.3175
H 1.2331 1.9317 5.9018 0.0396 0.0259 -0.0049 0.3780
H -0.1491 2.9753 5.5462 0.0133 0.0038 -0.0112 0.3142
H 1.4889 3.6221 5.4727 -0.0225 0.0042 -0.0100 0.4007
H 3.3484 1.5625 3.5206 -0.0127 0.0005 -0.0004 0.4790
H 3.1609 3.0916 2.6598 -0.0340 -0.0020 -0.0011 0.4541
H 2.7314 1.5745 1.8653 0.0206 0.0420 0.0565 -0.2743
H -1.0908 3.4676 2.7687 0.0292 0.0228 0.0331 0.2761
H -0.1182 3.0843 1.3562 -0.0164 0.0754 -0.0088 -0.1200
H 0.3527 4.4105 2.4031 0.0260 -0.0199 0.0132 0.5192
H 0.1707 -2.8934 5.3944 0.0130 -0.0028 -0.0072 0.3087
H 1.3719 -1.6792 5.8468 0.0427 -0.0262 0.0027 0.3684
H 1.8866 -3.3035 5.3968 -0.0216 -0.0102 -0.0153 0.3914
H -0.5751 -3.3217 2.4581 0.0126 -0.0023 0.0039 0.2387
H 0.9811 -4.1220 2.2399 0.0170 0.0251 0.0337 0.5313
H 0.5285 -2.7830 1.1904 0.0346 -0.0318 -0.0393 -0.0378
H 3.5234 -0.8893 3.5266 -0.0024 -0.0165 0.0020 0.3022
H 3.0120 -1.1042 1.8447 0.0186 -0.0307 0.0296 0.1121
H 3.6141 -2.4790 2.7709 -0.0226 -0.0021 0.0061 0.4677
O -1.3732 1.3254 -0.3647 0.1124 0.3604 -0.3978 -0.1234
Si -1.2845 2.5032 -1.5385 0.3019 0.4551 0.1135 0.0873
C -2.5393 3.8203 -1.1115 -0.2393 -0.1515 -0.0614 0.6586
C -2.8591 4.8791 -1.9696 -0.0215 -0.0409 0.0572 -0.3690
C -3.8504 5.7928 -1.6454 0.0549 0.0253 -0.0047 -0.8865
C -4.5471 5.6728 -0.4509 -0.0118 0.0056 -0.0068 -0.5786
C -4.2429 4.6379 0.4189 0.0428 -0.0035 0.0378 -0.6668
C -3.2471 3.7282 0.0891 0.0022 0.0179 -0.0620 0.4733
C -1.5140 1.7671 -3.2409 -0.1365 -0.1580 0.0323 0.3770
C -1.6825 2.5424 -4.3929 0.0082 -0.0162 0.0403 -0.4774
C -1.8808 1.9546 -5.6328 0.0312 0.0188 -0.0064 -0.9095
C -1.9163 0.5721 -5.7545 0.0033 0.0017 -0.0125 -0.6784
C -1.7436 -0.2186 -4.6297 0.0398 -0.0026 0.0387 -0.6726
C -1.5401 0.3793 -3.3928 0.0031 0.0490 -0.0506 0.0194
C 0.4084 3.3705 -1.5224 0.1320 -0.3303 0.1888 0.2988
C 1.4665 2.9908 -0.6981 -0.0021 0.0964 -0.1366 2.0651
C 2.6940 3.6434 -0.6949 -0.0448 -0.0300 0.0303 -1.0732
C 2.8969 4.7122 -1.5512 0.0228 0.0149 -0.0079 -0.8151
C 1.8717 5.1073 -2.3994 -0.0221 0.0314 -0.0160 -0.9139
C 0.6512 4.4511 -2.3787 -0.0299 -0.0455 -0.0063 -0.2836
H -2.3422 5.0026 -2.9123 -0.0317 0.0014 -0.0080 -0.0081
H -4.0820 6.5989 -2.3294 -0.0021 -0.0015 0.0101 0.4471
H -5.3252 6.3828 -0.2032 0.0034 -0.0078 -0.0034 0.4043
H -4.7865 4.5356 1.3503 0.0127 0.0096 -0.0024 0.4536
H -3.0168 2.9204 0.7697 -0.0286 -0.0184 0.0289 -0.0034
H -1.6644 3.6231 -4.3368 -0.0198 -0.0088 -0.0193 0.0157
H -2.0096 2.5778 -6.5081 -0.0068 -0.0055 0.0047 0.4528
H -2.0763 0.1166 -6.7229 -0.0084 0.0051 0.0072 0.4102
H -1.7705 -1.2986 -4.7153 0.0035 0.0086 -0.0057 0.4681
H -1.3930 -0.2404 -2.5207 -0.0469 -0.0183 -0.0103 0.7263
H 1.3535 2.1482 -0.0141 -0.0008 0.0606 0.0447 -1.1649
H 3.4889 3.3288 -0.0268 -0.0117 0.0067 -0.0078 0.3579
H 3.8442 5.2348 -1.5587 -0.0017 -0.0081 -0.0075 0.4258
H 2.0241 5.9344 -3.0805 -0.0061 0.0036 0.0181 0.4650
H -0.1240 4.7953 -3.0518 0.0048 -0.0007 0.0071 0.1084
```
Positions in Å, forces in eV/Å.

Net charge: +2
E_LUMO, eV: -6.303
Gap between HOMO and LUMO, eV: 6.60

# 3
Formula: C29H29NO5
Source: OMol25
Level of theory: ωB97M-V/def2-TZVPD

Geometry as XYZ:
```
64
Properties=species:S:1:pos:R:3:forces:R:3:mulliken_charge:R:1
O 1.8150 -4.3528 1.2812 -6.8013 5.8405 1.8010 -0.5038
C 0.8613 -3.4319 1.5476 3.9662 -3.7936 -0.7182 0.3031
O -0.5245 -3.7297 1.9416 3.4091 0.6235 0.1699 -0.2556
C -0.7727 -3.4659 3.3674 -1.0441 0.1456 1.4129 -0.5219
C -0.6158 -1.8990 3.8239 -0.0663 0.5981 0.8446 -0.0520
C -2.0073 -1.0122 3.7060 -0.4465 -0.6873 0.5448 -0.8964
C -2.6898 -1.0202 2.2155 -0.1342 0.7122 0.2909 -0.2405
C -2.1589 0.1514 1.1993 0.8523 2.2154 -3.1899 0.5590
C -1.0709 1.3289 1.5413 -1.2022 -0.0138 -2.8519 -0.5647
C -0.5836 2.4869 0.4391 -3.1667 -2.7792 -0.8425 0.3326
C 0.5575 3.6463 0.7854 -0.3304 -0.7671 -0.4531 -0.5488
C 1.6386 3.6639 -0.4621 0.2483 0.5542 -0.1352 -0.5287
C 3.2195 3.5676 0.0314 -0.3003 1.0852 -1.6121 -0.5353
N 3.8220 2.3217 -0.6005 0.5678 0.2395 1.6666 -0.3199
C 4.8554 1.6647 0.2922 0.6810 -1.4341 -0.3346 -0.5682
C 5.3223 0.2159 -0.3617 1.0799 -3.7120 -1.5265 0.1786
C 6.5723 0.0638 -1.4475 -2.1665 -3.0849 1.1419 -0.3769
C 7.0022 -1.3779 -2.1058 -3.0092 0.5440 2.6526 -0.3400
C 6.2010 -2.7473 -1.6839 -0.9219 3.9704 1.6190 -0.4238
C 4.9747 -2.6586 -0.5899 2.0810 3.0888 -1.2353 -0.2653
C 4.5489 -1.1901 0.0448 2.4040 -0.0082 -1.6391 0.1774
O 3.4594 -1.0677 1.0476 2.6309 -1.3057 -1.0444 -0.5172
C -1.2954 2.4413 -1.0704 -0.5532 -2.3089 2.5436 -0.7703
C -2.4128 1.2946 -1.4800 1.3749 0.0236 3.1148 0.1838
C -2.8155 0.1400 -0.3388 1.5341 2.0936 0.0447 -0.0511
C -3.9011 -0.9975 -0.8496 -0.2886 -3.9503 0.5380 0.1731
O -3.9114 -2.2831 -0.4888 0.1962 7.5734 -1.5946 -0.5497
C -5.0539 -0.5276 -1.9453 -1.3569 0.6302 -1.0885 0.2058
C -6.5171 -1.2810 -1.8206 1.0458 3.1076 -3.3039 -0.3900
C -7.6598 -0.8671 -2.9285 4.3062 1.3645 0.4167 -0.3409
C -7.2823 0.2518 -4.0868 1.9908 -0.9295 2.3606 -0.3162
C -5.8071 1.0314 -4.1712 -0.8507 -3.2073 2.9920 -0.5535
C -4.6548 0.6157 -3.0563 -3.1420 -1.5514 0.2042 0.3518
C -3.1356 1.2678 -2.9878 2.1302 1.8610 -3.5719 0.4128
O -2.5131 1.7789 -4.0822 -4.1000 -3.1301 7.0453 -0.5442
H 1.1539 -2.2789 1.4693 -0.8785 -2.4600 0.0813 0.2425
H -0.1442 -4.2107 4.0488 -1.0345 1.7532 -1.5792 0.2978
H -1.9110 -3.7608 3.5649 2.4590 0.5751 -0.7070 0.2906
H 0.2461 -1.3219 3.2680 -1.6154 -1.3349 1.0794 -0.0012
H -0.3548 -1.9182 4.9886 -0.3995 0.0647 -2.5580 0.3063
H -1.8726 0.0799 4.1689 -0.1418 -2.3784 -1.2397 0.3369
H -2.7837 -1.5481 4.4370 1.5837 1.1214 -1.6150 0.3520
H -2.5626 -2.0802 1.7364 -0.1566 2.1771 0.6988 0.2900
H -3.8536 -0.8429 2.3555 2.4120 -0.3214 -0.3910 0.3419
H -0.5951 1.3702 2.6332 -1.1582 -0.1382 -2.6873 0.0571
H 0.0730 4.7266 0.9388 0.8601 -2.5558 -0.4369 0.2918
H 1.1279 3.3834 1.7830 -1.3505 0.2980 -1.9767 0.3041
H 1.4797 4.6797 -1.0603 0.3619 -2.1906 1.2254 0.2258
H 1.4816 2.7650 -1.2159 0.1866 1.8647 1.7759 0.3886
H 3.3334 3.6137 1.1953 -0.1808 -0.3663 -2.2735 0.3763
H 3.7569 4.5166 -0.4471 -0.9944 -1.7557 1.3588 0.2389
H 4.1780 2.4996 -1.5670 -0.2420 -0.1339 1.4346 0.2606
H 5.8254 2.3127 0.4260 -1.6706 -1.2024 -0.1372 0.3189
H 4.3895 1.4173 1.3606 0.9120 0.6482 -2.4689 0.2932
H 7.1636 1.0334 -1.7352 -1.2546 -2.1150 0.5887 0.2467
H 7.8948 -1.3690 -2.8851 -2.1715 -0.1918 1.8845 0.2705
H 6.5190 -3.7718 -2.1763 -0.8398 2.3577 1.2536 0.2710
H 4.4225 -3.6513 -0.2642 1.1402 2.4411 -0.6741 0.2960
H 3.6177 -1.7382 1.7818 -0.0324 1.0031 -1.5918 0.3447
H -0.9315 3.2689 -1.8270 -1.0578 -2.0345 1.5190 0.2739
H -6.6769 -2.0764 -0.9506 0.4024 1.9692 -2.2354 0.3050
H -8.6959 -1.4320 -2.8526 2.3531 1.5474 -0.4368 0.2832
H -8.1482 0.4741 -4.8780 2.3268 -0.3575 1.9095 0.2680
H -5.5998 1.8364 -5.0036 -0.4363 -1.8925 1.9366 0.3255
```
Positions in Å, forces in eV/Å.

Relative energy (zero: lowest compared OMol25 entry of this formula, charge and spin), kcal/mol: 751.9
Net charge: 0
SMILES string: O=COCCCCc1cc(CCCNCc2ccccc2O)cc2c1C(=O)c1ccccc1C2=O
E_LUMO, eV: -1.591
Gap between HOMO and LUMO, eV: 6.64

# 4
Formula: C5H22N2O6
Source: OMol25
Level of theory: ωB97M-V/def2-TZVPD

Geometry as XYZ:
```
35
Properties=species:S:1:pos:R:3:forces:R:3:mulliken_charge:R:1
C 2.7414 1.0659 1.6087 -0.2496 0.2401 -0.7791 -0.8452
N 1.2900 1.0213 1.4393 -0.1737 -0.2463 -0.0356 -0.0700
C 0.5234 0.3240 2.4377 -0.6426 0.2109 0.6334 -0.7884
C 0.5881 -1.2013 2.5337 0.4810 -0.3124 0.0286 -0.6705
N -0.0003 -1.9848 1.4468 -0.5697 0.5079 -0.3270 0.1668
C -1.4029 -2.3112 1.6006 -0.5162 0.8855 0.7056 -0.8874
C 0.5385 -2.0144 0.2245 1.0051 -0.2467 -0.1869 0.0923
O 1.6782 -1.6343 -0.0389 -0.0328 0.1817 -0.0076 -0.7069
H 3.0439 0.6110 2.5498 0.1687 0.1047 0.0265 0.3440
H 3.2597 0.5737 0.7790 -0.0529 -0.3501 0.2196 0.2403
H 3.0604 2.1093 1.5346 0.1529 -0.0301 0.4907 0.3218
H 1.0261 0.6414 0.5369 0.1995 0.2413 0.1502 0.0879
H -0.5067 0.6722 2.3422 -0.2420 -0.2802 -0.1799 0.2917
H 0.7796 0.6401 3.4566 0.3471 0.2798 -0.1785 0.4476
H 0.0427 -1.5144 3.4247 0.0845 0.0595 0.1202 0.4623
H 1.6349 -1.4779 2.6818 -0.0525 -0.2200 -0.1986 0.3086
H -1.5622 -2.9888 2.4397 0.1394 -0.6276 -0.4083 0.3200
H -1.9677 -1.4297 1.9314 0.1803 0.2015 -0.3255 0.2742
H -1.8435 -2.6044 0.6538 0.0494 -0.4402 0.1039 0.3291
H -0.0575 -2.4740 -0.5747 -0.3732 -0.0221 0.2570 0.3495
O 0.9404 0.5339 -1.5333 -0.4675 -1.0225 -0.0580 -0.7577
H 1.4724 1.2933 -1.7009 1.0785 0.6749 -0.1296 0.3231
H 1.5162 -0.2152 -1.2702 -0.0871 0.1874 0.0176 0.2778
O -0.1592 1.0844 -4.1725 0.1552 0.9881 -0.6934 -0.6643
H 0.4961 0.7677 -3.5502 -0.2893 -0.7267 0.1807 0.3419
H -0.8971 0.4652 -4.2624 0.1450 -0.1063 0.5927 0.3453
O -0.8180 2.7058 -1.6657 0.1538 -0.0573 0.3205 -0.7645
H -0.1314 2.3068 -1.1118 -0.1606 0.2703 0.0832 0.3297
H -0.5250 2.4925 -2.5629 -0.2565 -0.1816 -0.3462 0.3757
O -2.5980 -0.0891 -3.3538 -0.1950 -0.0971 0.1847 -0.6974
H -2.3383 -0.1992 -2.4197 0.1097 -0.0858 -0.1361 0.4144
H -3.1733 0.6815 -3.3045 -0.0098 0.0235 -0.2650 0.2922
O -2.0569 0.3417 -0.6189 -0.1690 0.5059 -0.1786 -0.6008
H -1.6337 1.1485 -0.9941 0.0799 -0.2917 0.0875 0.4352
H -2.9602 0.6582 -0.4878 0.0101 -0.2187 0.2311 0.2819
```
Positions in Å, forces in eV/Å.

Relative energy (zero: lowest compared OMol25 entry of this formula, charge and spin), kcal/mol: 43.3
Net charge: 0
SMILES string: CNCCN(C)C=O.O.O.O.O.O
E_LUMO, eV: 0.421
Gap between HOMO and LUMO, eV: 8.94

Question: Among the records above, which one has the highest E_LUMO?
Answer: C5H22N2O6